Below is a cluster of 2 separate species, C12H24F4N2O6P2 in total, with properties calculated with ωB97M-V with the def2-TZVPD basis set.

## Properties
HOMO-LUMO gap ... 4.81 eV
HOMO ... -5.7 eV
F_max ... 4.45 eV/A
Spin multiplicity ... 1
LUMO ... -0.86 eV

Geometry as XYZ:
```
50
Properties=species:S:1:pos:R:3:forces:R:3:mulliken_charge:R:1
C -3.589972 -0.553116 -1.882513 0.2 -0.3 0.1 -0.672
O -2.680436 0.111214 -2.771185 -0.6 0.5 0.7 -0.376
C -2.601180 1.510055 -2.586657 0.9 0.7 -1.0 -0.870
C -1.259346 1.949492 -1.906992 -1.9 -0.4 0.1 -0.073
C -1.130417 1.135919 -0.598764 1.1 0.2 -0.5 -0.982
P 0.481968 1.346636 0.293923 -1.1 -1.0 -0.6 0.618
N 1.586976 0.338417 -0.524510 -1.1 0.8 1.1 0.572
C 2.794325 -0.032008 0.233930 0.2 -1.5 1.5 0.573
C 2.823239 -1.163191 1.240860 -0.9 -0.6 -0.1 -0.723
O 3.789181 0.545241 -0.008553 1.6 1.3 -1.0 -0.465
C 1.885049 0.825510 -1.868017 -0.2 -2.1 -2.0 0.258
C 1.751389 -0.216442 -2.982389 0.1 -0.7 1.5 -1.153
O 2.167978 1.936872 -2.126738 0.2 2.1 0.6 -0.374
C 1.001309 3.148800 0.462621 0.6 0.8 0.9 0.910
F 0.316844 3.615643 1.543591 -0.2 -0.4 0.0 -0.301
F 0.649754 3.931172 -0.566523 -0.1 -0.4 -0.4 -0.310
C 2.512313 3.396764 0.741718 0.3 1.0 -1.1 0.101
F 2.929881 2.856339 1.875171 -0.1 -0.7 0.1 -0.216
F 2.639122 4.746520 0.877240 -0.2 0.0 0.0 -0.312
P 0.044690 0.645310 2.373979 -1.0 -2.1 2.7 0.263
N 1.250547 0.790702 3.319987 -0.3 0.3 -0.9 -0.656
O -1.292238 1.494641 2.883363 1.1 -0.8 -1.5 -0.495
O -0.468216 -0.909526 2.122214 0.2 4.4 -0.3 -0.183
H -3.002273 -1.237149 -1.247213 -0.4 -0.1 -0.3 0.257
H -4.336704 -1.079247 -2.491120 0.3 -0.1 0.3 0.252
H -4.131017 0.125159 -1.203011 0.2 0.1 -0.4 0.331
H -2.560731 1.954457 -3.599263 -0.2 -0.1 0.4 0.402
H -3.475135 1.962940 -2.092979 0.2 -0.4 0.1 0.418
H -1.389765 3.021407 -1.699733 0.5 -0.3 -0.1 0.265
H -0.477227 1.758222 -2.648534 0.1 0.2 0.5 0.216
H -1.963862 1.304468 0.096584 0.3 0.2 -0.2 0.543
H -1.134454 0.061726 -0.860247 0.1 0.3 0.3 0.283
H 3.020163 -2.106490 0.698913 -0.2 0.4 0.0 0.326
H 3.648822 -1.033378 1.948527 -0.2 0.4 -0.4 0.290
H 1.887375 -1.337516 1.784646 0.1 -0.2 -0.4 -0.098
H 2.288089 0.082584 -3.883792 -0.2 0.1 0.2 0.389
H 2.149946 -1.162928 -2.574816 -0.1 0.2 -0.4 0.349
H 0.679986 -0.414495 -3.158848 0.3 0.2 -0.1 0.217
H 3.107302 3.123737 -0.139971 0.0 -0.4 0.4 0.373
H 1.475423 -0.136734 3.678783 0.2 0.2 0.2 0.342
H -2.029214 1.023644 2.456223 -0.2 0.5 0.3 0.326
H -1.236313 -1.104254 2.686583 0.3 -0.7 -0.2 0.288
C -0.976916 -5.075347 0.993983 -0.6 -0.5 0.2 -1.143
C -1.046529 -3.957010 2.053887 0.5 -0.8 -0.9 -0.407
O -0.152576 -2.985169 1.746756 -0.1 -1.1 0.4 -0.628
H 0.015100 -5.530807 0.960889 0.1 0.2 0.0 0.251
H -1.698082 -5.872247 1.228902 0.0 -0.1 -0.1 0.365
H -1.219939 -4.697139 -0.002644 0.1 0.1 0.0 0.254
H -0.917346 -4.476187 3.030347 0.3 0.2 0.2 0.219
H -2.126882 -3.663211 2.091393 -0.1 0.4 -0.1 0.186
```
Positions in Å, forces in eV/Å.

---

Below is a structure of composition C23H22InN2O4, with properties calculated with ωB97M-V with the def2-TZVPD basis set.

## Properties
Charge ... -1
HOMO-LUMO gap ... 7.55 eV
HOMO ... -4.8 eV
F_max ... 1.18 eV/A
Spin multiplicity ... 1
LUMO ... 2.71 eV

Geometry as XYZ:
```
52
Properties=species:S:1:pos:R:3:forces:R:3:mulliken_charge:R:1
In 0.369461 0.176978 -0.023628 0.1 0.1 -0.1 1.930
O -0.751028 2.059206 -0.027918 0.5 -0.5 0.3 -0.871
C -1.564043 2.577146 -0.854419 -0.4 0.3 -0.3 0.582
C -1.970851 3.926026 -0.627324 0.1 0.1 0.1 -0.862
C -2.815825 4.594932 -1.464956 0.1 -0.1 0.0 -0.327
C -3.323791 3.967582 -2.609539 -0.2 0.1 -0.3 -0.745
C -2.999409 2.657311 -2.839837 -0.1 -0.1 0.0 -0.708
C -2.155222 1.923658 -1.984728 0.0 0.7 0.3 1.003
C -2.027310 0.531230 -2.242023 0.0 -0.7 -0.2 -0.530
N -1.236141 -0.303397 -1.684490 0.1 0.7 0.2 -0.012
C -1.367018 -1.695580 -2.015822 -0.2 -0.7 -0.2 -0.851
C -0.386728 -2.506310 -1.160782 -0.1 -0.4 -0.5 -0.925
N -0.431009 -1.978562 0.161838 0.2 0.3 0.3 -0.133
C -0.280875 -2.693616 1.202905 -0.2 -0.4 -0.3 -0.268
C -0.270321 -2.184533 2.537665 0.2 0.4 0.4 1.062
C -0.118294 -3.101832 3.588736 0.0 0.0 0.0 -0.793
C -0.083838 -2.710473 4.904046 0.0 -0.3 0.1 -0.648
C -0.221394 -1.354982 5.208905 0.0 0.1 0.0 -0.397
C -0.363010 -0.430424 4.210389 -0.1 0.1 -0.1 -0.437
C -0.368262 -0.788235 2.832048 -0.1 -0.3 0.5 0.079
O -0.488169 0.150400 1.967899 0.2 0.4 -0.7 -0.739
H -1.565129 4.397077 0.257380 0.0 0.0 0.0 0.406
H -3.100636 5.615508 -1.244272 0.0 0.1 0.0 0.375
H -3.967836 4.512973 -3.286109 0.0 -0.1 0.0 0.367
H -3.408361 2.148889 -3.706848 0.0 0.0 0.0 0.329
H -2.744667 0.143374 -2.986442 0.2 0.0 0.1 0.266
H -1.151078 -1.857931 -3.080791 0.0 0.0 0.1 0.421
H -2.396326 -2.034206 -1.811707 0.2 0.0 0.0 0.393
H 0.630862 -2.344470 -1.537798 0.0 -0.1 -0.1 0.140
H -0.627137 -3.581322 -1.204237 0.1 0.2 0.0 0.605
H -0.160229 -3.785803 1.102294 -0.1 0.2 0.0 0.180
H -0.009117 -4.149754 3.339112 0.0 -0.1 0.0 0.309
H 0.049864 -3.435689 5.694504 0.0 -0.1 0.0 0.380
H -0.208850 -1.034460 6.243841 0.0 0.0 0.0 0.361
H -0.469442 0.622156 4.432494 0.0 0.1 0.0 0.380
C 1.603923 0.757427 -3.756193 -0.2 0.0 -0.4 -0.510
C 1.173629 1.528378 -2.727869 -0.2 0.5 0.2 -0.865
C 1.888620 1.142293 -1.523692 -0.4 -0.2 0.6 -0.149
C 2.826775 0.121432 -1.959137 0.3 0.0 0.4 -0.706
C 2.630208 -0.117821 -3.276743 0.2 -0.3 -0.3 -0.615
H 1.257060 0.795937 -4.778869 -0.1 0.0 0.0 0.456
H 0.440522 2.318669 -2.773763 -0.1 0.0 0.0 0.598
H 2.241188 1.918978 -0.849421 0.0 0.1 0.1 0.601
H 3.566298 -0.329897 -1.322731 0.0 -0.2 0.1 0.410
H 3.169145 -0.825348 -3.885609 0.1 -0.2 0.0 0.455
C 3.068206 -0.357083 2.759384 0.0 -0.2 -0.4 -0.727
C 3.006906 -1.295921 1.546295 0.4 0.1 0.5 0.559
O 3.811823 -2.213030 1.441572 0.4 -0.3 0.2 -0.737
O 2.095678 -1.069886 0.687749 -0.9 0.6 -0.5 -0.679
H 4.001356 -0.505353 3.298770 0.0 0.0 0.0 0.354
H 2.223790 -0.574159 3.411823 0.0 0.0 0.1 0.046
H 2.976032 0.672513 2.418047 0.0 0.1 0.1 0.183
```
Positions in Å, forces in eV/Å.

---

Below is a structure of composition C31H19Cl2FN4O3S3Tl, with properties calculated with ωB97M-V with the def2-TZVPD basis set.

## Properties
Charge ... -1
HOMO-LUMO gap ... 7.16 eV
HOMO ... -4.9 eV
F_max ... 0.41 eV/A
Spin multiplicity ... 1
LUMO ... 2.30 eV

Geometry as XYZ:
```
64
Properties=species:S:1:pos:R:3:forces:R:3:mulliken_charge:R:1
Tl -1.520458 -0.355062 0.135581 0.4 0.0 -0.1 2.144
Cl 0.019124 -3.195108 -6.215953 0.0 0.0 0.0 -0.254
C -0.195331 -3.015414 -4.498769 0.0 -0.1 0.1 0.080
C -0.764214 -1.845699 -4.019650 0.0 0.0 0.1 -0.868
C -0.964954 -1.637014 -2.653862 0.0 0.0 0.0 -0.116
N -1.494638 -0.457550 -2.122772 0.0 0.0 -0.1 -0.085
C -1.885030 0.590038 -2.859942 0.1 -0.1 0.0 0.316
O -1.959003 0.688517 -4.087748 0.0 0.0 0.1 -0.849
C -2.279194 1.825224 -2.055899 0.0 0.0 0.0 0.470
C -2.640283 2.986282 -2.728634 0.0 0.0 -0.1 -0.588
C -2.996500 4.098535 -1.988397 0.0 -0.1 0.0 -0.396
C -2.982691 4.024391 -0.601265 0.0 0.0 0.0 -0.802
C -2.607639 2.832775 -0.012349 0.0 -0.1 0.1 -0.323
N -2.264914 1.768686 -0.731092 0.0 0.1 -0.1 -0.105
C -0.573171 -2.665996 -1.742163 0.0 0.0 0.0 0.040
C -0.004846 -3.832656 -2.255746 0.0 0.1 0.1 -0.753
C 0.185018 -4.008712 -3.617289 0.0 0.1 -0.1 0.086
Cl 0.899712 -5.492462 -4.176778 0.0 0.0 0.0 -0.254
N -0.762644 -2.436954 -0.375649 0.1 0.0 0.0 -0.092
C -0.501295 -3.333324 0.582984 0.0 0.0 -0.1 0.272
O -0.103254 -4.496279 0.478742 0.0 0.1 0.0 -0.846
C -0.757582 -2.830539 1.999936 -0.1 0.1 -0.1 0.477
C -0.456932 -3.648796 3.080972 0.1 -0.1 0.0 -0.587
C -0.696604 -3.175066 4.357648 0.0 0.0 0.0 -0.391
C -1.244399 -1.907669 4.521903 0.0 0.0 0.0 -0.733
C -1.524828 -1.162932 3.392017 0.0 0.0 -0.1 -0.364
N -1.274229 -1.620904 2.168521 0.0 -0.1 0.2 -0.074
H -1.064405 -1.079741 -4.713820 0.0 0.0 0.0 0.739
H -2.628562 2.977779 -3.808821 0.0 0.0 0.0 0.500
H -3.280625 5.017922 -2.485272 0.0 0.0 0.0 0.411
H -3.256574 4.872288 0.011626 0.0 0.0 0.0 0.414
H -2.574411 2.708665 1.064134 0.0 0.0 -0.1 0.469
H 0.287579 -4.609827 -1.571113 0.0 0.0 0.0 0.728
H -0.039473 -4.626284 2.883845 0.0 0.0 0.0 0.491
H -0.460263 -3.785587 5.220720 0.0 0.0 0.0 0.405
H -1.454926 -1.507607 5.505365 0.0 0.0 0.0 0.410
H -1.961380 -0.172415 3.446102 0.0 0.0 0.0 0.466
O -0.103456 0.971387 1.126751 0.3 -0.1 0.0 -0.744
C 1.244960 1.083244 0.772688 -0.3 0.1 0.1 2.819
C 2.009846 -0.223631 1.036793 -0.1 -0.1 -0.1 -0.574
C 1.982683 -0.847543 2.250453 0.0 -0.1 0.1 -0.357
C 2.789339 -2.015060 2.309738 -0.1 0.0 0.1 -0.958
C 3.425904 -2.263072 1.133947 0.0 0.0 -0.2 -0.359
S 3.042985 -1.083096 -0.040927 0.0 0.2 0.0 -0.101
C 1.365214 1.616674 -0.659943 0.1 0.1 0.1 0.093
C 1.453784 0.978617 -1.861735 -0.2 -0.1 0.0 -0.494
C 1.380790 1.859744 -2.981446 0.0 -0.2 0.0 -1.010
C 1.241289 3.157025 -2.609682 0.0 0.1 0.1 -0.572
S 1.201913 3.322733 -0.903611 0.0 -0.1 -0.1 -0.080
C 1.847996 2.133595 1.715968 0.0 0.0 0.0 -0.791
C 1.158327 2.993346 2.511453 -0.1 0.1 0.1 -0.244
C 2.005070 3.893173 3.227010 -0.1 0.0 0.0 -0.635
C 3.322047 3.693200 2.957631 0.1 -0.1 -0.1 -0.568
S 3.545566 2.400685 1.849682 0.0 0.0 0.0 -0.113
H 1.395966 -0.465289 3.078400 0.0 0.0 -0.1 0.628
H 2.877356 -2.644070 3.186473 0.0 0.0 -0.1 0.422
H 4.076765 -3.083417 0.870882 0.0 0.0 0.1 0.475
H 1.511431 -0.093786 -1.980649 0.0 0.0 0.0 0.372
H 1.407042 1.519166 -4.008899 0.0 0.0 0.1 0.427
H 1.152166 4.032738 -3.236699 0.0 -0.1 0.0 0.438
H 0.077952 2.968044 2.567803 0.1 0.0 0.0 0.486
H 1.643089 4.652910 3.909073 0.0 -0.1 0.0 0.387
H 4.179529 4.219544 3.351552 -0.1 0.0 0.0 0.436
F -3.451734 -0.268364 0.900184 -0.2 0.1 0.2 -0.821
```
Positions in Å, forces in eV/Å.